88
Properties=species:S:1:pos:R:3:lowdin_charge:R:1 method="wB97M-V/def2-TZVPD" largest_force_ev_per_a=6.9 multiplicity=5 lumo_energy_ev="0.03 / -1.31" s_squared=6.111 total_energy_ha=-8066.8380 de_lowest_ev=0.040
C -2.06998 -1.67938 2.70189 -0.15
C -3.17868 -1.22426 1.88515 -0.13
C -3.69294 -2.36580 1.14950 -0.15
H -3.61807 -0.22573 1.92569 0.12
C -2.89703 -3.52823 1.51161 -0.14
C -1.88617 -3.10230 2.46321 -0.14
H -1.19172 -3.74842 3.00047 0.10
H -1.56135 -1.08927 3.46610 0.09
H -4.60412 -2.38034 0.54827 0.12
H -3.09888 -4.56304 1.22595 0.12
Cr -1.63999 -2.03781 0.54479 0.64
Si 1.72181 1.44338 -0.71508 0.08
C 0.58093 2.78777 -1.37794 -0.30
C 0.95763 3.59308 -2.45741 -0.11
H 1.88028 3.37299 -3.00187 0.10
C 0.15566 4.66498 -2.85953 -0.09
H 0.45480 5.27725 -3.71189 0.10
C -1.04115 4.94163 -2.19010 -0.10
H -1.67259 5.77190 -2.50992 0.10
C -1.42487 4.13920 -1.11236 -0.09
H -2.36639 4.32175 -0.59005 0.10
C -0.59900 3.09557 -0.69122 -0.13
H -0.88877 2.51326 0.19115 0.04
C 0.36195 -0.18451 -0.70516 -0.36
C -1.10536 -0.22148 -0.45377 -0.17
H -1.60922 0.73391 -0.29291 0.10
C -1.85140 -1.19666 -1.33758 -0.24
H -2.79356 -0.95481 -1.83143 0.14
C -1.21693 -2.54551 -1.42998 -0.21
H -1.63164 -3.36823 -2.01074 0.15
C 0.01407 -2.68697 -0.56831 -0.18
H 0.48202 -3.67800 -0.49206 0.13
C 0.89359 -1.53381 -0.68607 -0.27
H 1.96962 -1.68573 -0.67373 0.10
H 1.62305 0.95437 0.73813 -0.07
Si -0.24444 -1.11724 -2.27343 0.48
C 0.47503 -2.24380 -3.66772 -0.22
C -0.34856 -2.50435 -4.76361 -0.10
H -1.31651 -2.00260 -4.85851 0.11
C 0.06702 -3.39595 -5.75757 -0.08
H -0.58478 -3.59826 -6.60741 0.10
C 1.31384 -4.02805 -5.64702 -0.09
H 1.63497 -4.73178 -6.41624 0.10
C 2.13181 -3.76479 -4.54307 -0.08
H 3.09609 -4.26409 -4.44380 0.10
C 1.71529 -2.86911 -3.54700 -0.08
H 2.36616 -2.67260 -2.69248 0.10
C -0.58602 0.32314 -3.52953 -0.20
C -1.77410 1.05354 -3.46561 -0.09
H -2.54111 0.84036 -2.71831 0.09
C -2.01367 2.08807 -4.37607 -0.09
H -2.95142 2.64319 -4.31507 0.10
C -1.05647 2.42122 -5.33584 -0.09
H -1.24184 3.23874 -6.03528 0.10
C 0.15206 1.71690 -5.37421 -0.08
H 0.92385 1.98656 -6.09601 0.11
C 0.37807 0.66853 -4.47655 -0.11
H 1.31980 0.11892 -4.53151 0.09
H 2.67045 2.37611 -0.19419 -0.09
Cl 3.02671 0.64218 -2.12309 0.33
C 3.30622 -0.90711 2.84500 -0.30
As 1.39256 -1.32578 2.91993 1.14
C 1.50038 -3.12007 3.69141 -0.33
C 1.01035 -0.33815 4.61555 -0.42
C 1.36387 -0.84854 5.86269 -0.12
C 1.16713 -0.06720 7.01425 -0.09
C 0.61598 1.21074 6.91458 -0.09
C 0.25133 1.72885 5.66202 -0.12
C 0.45111 0.95916 4.51937 -0.43
As 0.06592 1.71643 2.72369 1.11
C -1.46701 2.83389 3.21994 -0.33
C 1.45131 3.11133 2.76074 -0.29
H 3.60253 -1.01267 1.79392 0.01
H 3.83790 -1.62305 3.48106 0.02
H 3.45733 0.12363 3.18497 0.02
H 2.53975 -3.32164 3.97199 0.02
H 0.82945 -3.19150 4.55250 0.02
H 1.17349 -3.80891 2.90377 0.00
H 1.79114 -1.84731 5.94934 0.09
H 1.45255 -0.46962 7.98758 0.10
H 0.46692 1.81859 7.80802 0.10
H -0.17923 2.72750 5.58426 0.09
H -1.11480 3.70380 3.78396 0.01
H -1.95183 3.14502 2.28683 0.00
H -2.15372 2.22301 3.81625 0.02
H 1.08567 3.93692 3.38118 0.02
H 2.36911 2.67731 3.17593 0.03
H 1.61681 3.42978 1.72563 0.00